Record 1
2 unconnected molecules or ions with the total composition C4H9NO3 at a distorted geometry, computed with ωB97M-V with the def2-TZVPD basis set.

E_HOMO in eV: -10.64
E in eV: -11925.709
Relative energy (zero: lowest compared OMol25 entry of this formula, charge and spin) in eV: 1.833
SMILES: CCC(=O)NC=O.O
LUMO in eV: 0.44
Total charge: 0

Structure (XYZ):
```
17
Properties=species:S:1:pos:R:3:forces:R:3
C -1.154399 0.754075 1.926972 -0.7 -1.1 0.2
C 0.279566 0.393478 1.387221 0.5 0.9 1.6
C 0.017054 -0.017122 -0.039480 1.2 -1.5 1.0
O -0.541671 -1.088534 -0.148941 -0.2 0.2 -1.1
N 0.591377 0.607959 -1.157981 -2.2 -2.0 -3.6
C 0.573867 1.947976 -1.497073 -0.9 2.8 1.2
O 0.763936 2.427693 -2.593736 0.0 -1.2 1.0
H -1.537672 1.622742 1.303735 0.0 -1.2 0.8
H -1.854466 -0.195423 1.932846 1.3 2.0 -0.7
H -1.173934 1.032626 2.990597 0.4 0.3 -0.4
H 0.950209 1.310569 1.492483 -0.8 -1.2 -0.2
H 0.781506 -0.501247 1.989759 -1.2 1.9 -1.5
H 0.212973 0.046898 -2.071001 1.7 1.3 2.7
H 0.239357 2.666554 -0.626080 0.9 -1.3 -1.1
O 0.865059 -3.535718 -1.785161 2.1 -1.2 -1.6
H 0.692748 -4.490582 -1.800770 -0.6 1.0 0.5
H 0.294493 -2.981951 -1.303393 -1.6 0.3 1.2
```
Forces are in eV/Å.

Mulliken atomic charge list, values in e, 6 entries: -0.974, -0.198, 0.338, -0.566, -0.165, 0.149


Record 2
2 unconnected molecules or ions with the total composition C4H9NO3 at a distorted geometry, computed with ωB97M-V with the def2-TZVPD basis set.

E_HOMO in eV: -9.36
E in eV: -11924.396
Relative energy (zero: lowest compared OMol25 entry of this formula, charge and spin) in eV: 3.146
SMILES: CN(C=O)CC=O.O
LUMO in eV: 0.62
Total charge: 0

Structure (XYZ):
```
17
Properties=species:S:1:pos:R:3:forces:R:3
C -0.399521 -1.462049 -1.533063 2.4 3.4 -4.7
N -0.370354 -0.094984 -0.860939 0.8 -1.5 -1.4
C 0.197414 1.054930 -1.521961 -3.9 -2.3 1.0
O -0.059078 2.120021 -1.029082 1.1 1.2 0.1
C -1.199795 0.121797 0.339020 0.5 -1.0 -0.4
C -0.180742 0.605543 1.440167 -0.9 -1.5 -0.2
O -0.412977 0.419994 2.601809 0.5 0.5 0.0
H -1.100826 -2.179272 -1.277342 -1.5 -0.8 1.5
H -0.747157 -1.178870 -2.698991 1.1 -1.0 2.8
H 0.627286 -1.964334 -1.624046 -1.5 0.9 0.4
H 0.448643 0.913464 -2.586047 0.8 -0.3 0.4
H -1.856034 -0.872747 0.556732 2.0 2.5 -0.1
H -1.874765 0.943580 0.111898 -0.3 0.1 0.2
H 0.819664 0.972811 1.026296 -1.0 -0.1 0.5
O 1.950073 -1.938057 0.731199 0.2 -0.6 -1.8
H 2.099265 -1.166042 0.181389 0.1 0.0 -0.4
H 1.848123 -1.540691 1.560301 -0.3 0.6 2.3
```
Forces are in eV/Å.

Mulliken atomic charge list, values in e, 6 entries: -0.886, 0.173, -0.071, -0.505, -0.408, -0.036


Record 3
C4H9NO3 in the gas phase at a distorted geometry, computed with ωB97M-V with the def2-TZVPD basis set.

E_HOMO (alpha / beta) in eV: -9.12 / -8.76
E in eV: -11919.033
Relative energy (zero: lowest compared OMol25 entry of this formula, charge and spin) in eV: 8.508
LUMO (alpha / beta) in eV: -2.04 / -2.34
Total charge: 0

Structure (XYZ):
```
17
Properties=species:S:1:pos:R:3:forces:R:3
C -0.267495 1.376701 -1.268435 1.4 0.5 0.6
C 1.244128 -0.075983 -0.117199 -1.1 -0.5 0.2
C 1.525480 -0.861428 1.151229 0.2 -0.2 0.0
N -1.459852 -0.251456 -0.660251 0.3 0.0 2.0
C -0.217249 0.614012 -0.004448 -0.1 1.0 -1.3
O -2.627672 0.414722 -0.200631 0.9 -0.3 -0.5
O -1.370393 -1.495335 0.062137 -0.3 0.1 -0.8
O -0.439946 1.289594 1.053659 -0.3 -0.6 0.1
H -2.372784 0.781794 0.673343 0.3 0.0 0.1
H -1.876246 -2.091309 -0.507794 0.0 -0.1 0.2
H -0.521484 2.428967 -1.174339 -0.7 0.1 -0.4
H 0.326625 1.055503 -2.119334 -0.4 -0.1 -0.2
H 2.002095 0.697901 -0.259488 -0.2 0.2 0.0
H 1.239941 -0.706055 -1.008958 0.1 -0.1 0.1
H 1.482847 -0.217290 2.028975 -0.1 0.0 -0.1
H 2.529119 -1.292483 1.086274 -0.1 0.0 0.1
H 0.802886 -1.667856 1.265260 0.0 0.1 0.0
```
Forces are in eV/Å.

Mulliken atomic charge list, values in e, 6 entries: -0.447, -0.646, -1.216, -0.194, 0.978, -0.348